Here is C13H52O13 as an isolated structure from the OMol25 dataset. Energies are from ωB97M-V/def2-TZVPD.

XYZ file:
```
78
Properties=species:S:1:pos:R:3
O -7.471 -20.148 -15.179
C -6.031 -19.247 -12.186
H -6.555 -20.029 -7.759
H -3.028 -22.384 -13.229
H -5.912 -21.321 -13.877
H -2.859 -18.451 -13.362
H -8.292 -20.008 -11.789
H -6.832 -18.530 -12.361
H -2.773 -21.210 -11.981
H -5.806 -17.174 -10.479
H -3.237 -20.647 -14.161
H -9.221 -19.843 -13.983
O -5.173 -19.491 -13.326
C -7.003 -17.737 -14.914
H -9.743 -19.718 -10.764
O -6.046 -18.818 -15.146
C -3.154 -19.782 -14.819
H -9.847 -19.456 -12.415
O -6.192 -19.939 -8.643
H -7.706 -20.653 -15.962
C -8.840 -16.140 -13.393
H -5.599 -19.012 -14.040
H -3.852 -17.071 -17.535
H -7.520 -18.775 -9.523
H -5.159 -17.978 -15.190
H -6.521 -20.213 -12.061
C -9.140 -19.350 -11.593
O -8.800 -17.988 -11.443
H -8.197 -20.364 -9.046
O -4.798 -21.487 -12.352
C -3.438 -22.017 -12.288
H -2.722 -20.042 -15.786
O -5.898 -23.289 -13.970
C -3.475 -16.730 -12.566
H -4.819 -18.563 -17.398
H -8.847 -21.443 -14.321
H -5.618 -23.152 -13.062
C -3.825 -19.998 -9.816
H -7.533 -16.661 -10.446
H -6.808 -21.905 -15.263
H -2.448 -16.432 -12.354
H -6.386 -15.600 -9.809
O -3.618 -18.174 -12.363
H -8.754 -17.850 -10.495
H -7.335 -17.393 -15.893
H -7.711 -20.507 -13.252
H -5.628 -17.007 -17.231
H -4.275 -16.263 -11.992
O -4.397 -17.738 -15.722
H -9.364 -16.665 -14.192
O -7.827 -16.908 -12.765
H -7.085 -20.337 -10.440
H -5.462 -18.948 -11.305
H -8.174 -17.617 -12.218
H -4.242 -20.714 -10.524
H -3.638 -16.560 -13.630
C -7.349 -19.852 -9.500
H -4.166 -19.442 -15.042
H -7.855 -18.189 -14.407
H -5.181 -20.245 -8.502
C -5.936 -22.101 -14.639
C -4.699 -17.542 -17.035
C -6.501 -16.343 -10.598
H -8.386 -15.267 -13.861
H -6.536 -19.642 -15.199
O -2.467 -18.599 -14.226
H -6.971 -16.151 -12.491
O -4.225 -20.333 -8.531
H -2.737 -19.930 -9.790
H -6.496 -16.903 -14.428
H -4.136 -18.991 -10.093
H -5.060 -21.795 -15.211
H -4.392 -18.631 -12.701
H -4.521 -20.696 -12.820
H -9.570 -15.860 -12.635
O -6.317 -15.807 -11.878
C -8.355 -20.489 -14.131
H -3.399 -22.665 -11.413
```

highest occupied orbital energy	-7.718	eV
orbital gap	7.23	eV

***

Here is C13H58AgF6N23O22S2 as an isolated structure from the OMol25 dataset. Energies are from ωB97M-V/def2-TZVPD.

XYZ file:
```
125
Properties=species:S:1:pos:R:3
H -5.782 1.900 -0.746
H -4.250 -4.673 -2.634
O -2.610 0.152 -5.267
H -4.445 1.704 -0.064
H 2.296 -1.014 5.863
O 0.772 2.796 6.787
H 7.455 2.452 -0.134
O -5.150 -4.994 -2.691
H 8.025 1.299 1.063
F -3.001 -0.975 -1.888
H 4.200 -1.981 0.873
H -5.230 -3.459 0.224
N 4.568 0.430 4.700
H -3.372 -2.545 2.017
H -2.578 -5.716 -4.874
N -0.752 -4.184 -4.508
H -4.066 -3.442 -0.744
C 3.273 4.334 2.779
O 5.916 1.266 2.184
O -2.054 0.025 0.508
O 2.406 -0.114 -0.371
O 3.387 4.149 1.579
N 3.064 2.754 -2.802
N 3.072 -0.370 5.896
F -0.286 1.159 2.050
H 4.923 1.079 5.388
O 1.972 -3.180 -1.637
H 4.320 2.469 0.717
H 2.760 1.816 -2.584
H -0.889 3.760 0.109
O -4.902 1.553 -0.891
H 0.932 2.483 -2.375
H 4.037 2.910 -3.026
H -1.227 1.890 4.649
N -0.764 -1.129 -5.145
H -6.664 -1.834 4.044
Ag 1.471 -3.368 0.648
H 2.012 -2.448 -2.252
F 1.469 2.227 1.560
C -1.969 -1.751 -1.560
N 1.196 3.366 -1.961
H 5.514 2.987 -0.417
C -0.071 2.110 6.227
H -3.135 -4.639 1.201
F -2.258 -2.974 -1.535
H -1.484 2.330 1.009
C 2.392 3.784 -2.309
C -5.111 -1.921 2.801
N 4.705 -1.171 -1.961
F -1.015 -1.652 -2.461
H -5.022 -2.275 4.667
O 5.156 -0.413 -4.091
C -2.753 3.826 0.699
C 5.132 -0.305 -2.847
N -5.679 1.251 -5.467
O -0.598 -5.101 -2.497
O -3.802 3.361 1.018
F 1.630 0.279 2.546
H 0.528 4.060 -1.658
O -4.327 -3.759 0.121
H 5.745 1.553 -2.835
C -5.765 1.343 -4.148
H 2.596 6.267 2.813
N 0.366 -1.508 0.237
H -6.555 1.260 -5.969
O -2.791 -5.297 1.806
H 3.230 0.325 6.612
C 6.083 1.831 1.167
H 0.322 0.924 -5.830
H -1.130 1.907 -5.877
C -1.393 0.037 -5.366
N -0.676 1.021 -5.707
H 2.327 5.288 4.250
H 3.993 2.574 3.545
H -3.544 -2.537 3.698
H -4.886 1.675 -5.928
H -1.461 -4.043 -5.213
N -0.444 2.356 5.085
N -2.105 -5.771 -3.984
N 2.700 5.399 3.318
N -4.638 1.019 -3.599
C -1.116 -4.991 -3.547
O 3.518 -1.404 4.005
N -3.991 -2.404 2.802
H -0.095 3.207 4.667
O -0.363 -4.741 0.228
H -4.560 1.180 -2.605
H 3.584 -2.471 2.166
N -1.619 3.221 0.553
H -1.318 -1.853 -4.709
H 4.923 0.432 3.754
N -5.662 -1.930 3.966
N -2.779 5.142 0.476
H 4.364 -2.079 -2.242
H 2.731 -3.721 -1.856
N 5.277 2.434 0.395
N 3.541 3.453 3.752
O -5.756 -1.503 1.879
H 4.264 -0.716 -1.175
O -6.765 1.472 -3.492
H -3.510 -5.460 2.417
H -3.886 0.639 -4.155
H -3.420 5.653 1.066
C 3.699 -0.506 4.790
H -1.288 0.541 6.240
N 7.289 1.873 0.677
H -5.676 -4.208 -2.839
H -0.250 0.787 7.680
H 0.026 -3.548 -4.400
O 0.109 0.877 -0.954
S 0.932 -0.011 -0.096
N 5.571 0.773 -2.217
O -1.802 -2.284 1.184
H -0.647 -4.800 -0.684
O 3.388 -2.332 1.240
H -2.299 -6.449 -3.261
H -1.068 -5.157 0.726
H -1.963 5.537 0.031
C 0.965 0.946 1.637
H 3.613 3.857 4.675
H 0.245 -1.144 -5.094
O 2.827 4.909 -2.079
H 5.755 0.766 -1.224
S -1.438 -1.270 0.208
N -0.660 1.090 6.809
```

highest occupied orbital energy (alpha / beta)	-13.052 / -13.052	eV
spin multiplicity	3
orbital gap (alpha / beta)	7.24 / 2.31	eV
charge	+2
<S²>	2.03

***

Here is C13H6AuCl2N2O5 as an isolated structure from the OMol25 dataset. Energies are from ωB97M-V/def2-TZVPD.

XYZ file:
```
29
Properties=species:S:1:pos:R:3
O 0.783 3.129 -2.380
H 2.585 4.072 -0.541
C 1.516 2.237 -0.304
O 3.756 4.134 1.813
Cl -0.568 -3.688 2.729
C 1.518 -2.658 1.377
H 3.875 -5.537 2.536
H 4.090 3.895 2.686
C 3.221 -4.745 2.209
N 1.185 1.240 0.501
Au 0.733 -0.549 -0.645
C 1.602 1.149 1.788
C 2.331 3.262 0.117
Cl 3.466 -1.534 -0.130
C 2.849 -2.749 0.945
H 1.508 -5.483 3.284
C 1.075 -3.690 2.228
H 2.833 2.078 3.286
O 0.720 0.928 -2.133
C 3.690 -3.769 1.348
H 4.712 -3.777 1.005
C 0.958 2.121 -1.719
C 1.904 -4.713 2.640
C 2.853 3.181 1.433
N 0.643 -1.668 0.989
C 2.476 2.163 2.269
O 0.240 -0.826 2.080
O 1.600 -0.126 3.777
C 1.208 0.057 2.618
```

highest occupied orbital energy (alpha / beta)	-3.588 / -3.587	eV
orbital gap (alpha / beta)	5.69 / 5.68	eV
charge	-1

***

Here is C13H6BrCl3F2NO3Rh as an isolated structure from the OMol25 dataset. Energies are from ωB97M-V/def2-TZVPD.

XYZ file:
```
30
Properties=species:S:1:pos:R:3
O -1.452 0.663 1.117
C 4.322 2.679 -1.719
Rh -0.007 -0.296 -0.146
O -2.397 0.658 3.151
Cl 4.871 0.913 0.244
C -1.032 -1.821 3.748
H -1.802 -1.538 4.450
O 1.982 0.543 0.053
Cl 4.098 4.496 -3.698
F 0.659 -1.878 -2.254
C -0.247 -2.952 3.912
C 3.465 3.329 -2.598
H 1.445 3.535 -3.296
C -0.823 -1.029 2.636
C -1.661 0.208 2.301
C 1.634 2.098 -1.718
H -0.386 -3.598 4.768
C 3.826 1.736 -0.844
F -1.355 -1.135 -2.575
C 0.733 -3.259 2.976
C 2.112 3.038 -2.606
Br 2.169 -2.680 0.556
C 0.881 -2.405 1.903
C 2.445 1.406 -0.789
Cl -0.047 1.678 -1.701
C -0.536 -1.663 -1.659
H -0.948 -2.618 -1.326
H 5.378 2.906 -1.724
N 0.123 -1.322 1.739
H 1.367 -4.128 3.064
```

highest occupied orbital energy (alpha / beta)	-8.116 / -8.148	eV
orbital gap (alpha / beta)	6.22 / 6.45	eV

***

Here is C13H6Cl5FN2PtS4Sb as an isolated structure from the OMol25 dataset. Energies are from ωB97M-V/def2-TZVPD.

XYZ file:
```
33
Properties=species:S:1:pos:R:3
C -0.114 5.762 0.667
S -1.287 -2.399 0.045
H 1.880 5.081 1.056
S 0.042 0.098 2.441
C 2.984 -1.106 0.730
S -3.244 3.328 -0.228
C -1.421 5.421 0.354
C -1.718 4.083 0.180
H 1.303 2.673 0.788
S -0.856 -3.403 3.731
Cl 6.679 0.268 0.042
Cl 2.282 -2.326 1.730
Cl 4.940 1.974 -1.894
N -1.159 1.819 0.115
Sb -1.584 -1.677 2.367
C 2.160 -0.356 -0.121
H -3.899 0.606 -0.918
C 0.869 4.789 0.813
F -1.003 0.079 -2.114
C 0.572 3.452 0.654
C 2.820 0.597 -0.908
Cl 5.334 -1.825 1.880
C -0.727 3.088 0.325
N -3.078 0.591 -0.334
Pt 0.037 -0.310 -0.217
C 4.971 0.044 -0.008
H -2.184 6.179 0.251
Cl 1.856 1.554 -1.982
H -2.442 -0.211 -0.495
H 0.140 6.803 0.807
C 4.190 0.801 -0.872
C -2.403 1.735 -0.177
C 4.359 -0.909 0.799
```

highest occupied orbital energy (alpha / beta)	-0.800 / -0.796	eV
spin multiplicity	2
orbital gap (alpha / beta)	4.83 / 4.82	eV
charge	-2
<S²>	0.78

***

Here is C13H7AsN2O13SV as an isolated structure from the OMol25 dataset. Energies are from ωB97M-V/def2-TZVPD.

XYZ file:
```
38
Properties=species:S:1:pos:R:3
O 6.265 -1.740 -0.528
H -4.264 -1.316 -2.381
O -0.861 2.392 1.682
C 4.260 -0.722 -0.992
H -3.468 -2.726 1.598
C -2.997 -0.682 1.168
N 1.248 0.746 -2.584
O -0.793 -0.206 2.296
O -1.623 2.543 -0.810
C 3.375 -0.315 -1.969
As -2.501 2.210 0.649
C 2.447 0.080 2.180
C 4.000 -0.591 0.348
C -3.421 0.139 -1.057
C -3.896 -1.132 -1.379
O 1.626 1.250 2.365
O -3.638 3.314 0.895
C 2.177 0.219 -1.572
H -3.411 0.931 -1.790
H -1.667 3.481 -1.055
S -2.387 -0.257 2.734
C 2.779 -0.065 0.731
O 2.730 -0.633 3.066
H 3.634 -0.409 -3.015
O 0.590 0.763 0.130
C -3.910 -2.156 -0.446
C -2.967 0.366 0.226
O 5.761 -1.384 -2.600
O -2.777 1.114 2.924
H 4.735 -0.902 1.078
H -4.292 -3.131 -0.719
O -2.541 -1.195 3.774
O 0.887 1.893 -2.425
C 1.847 0.313 -0.239
C -3.453 -1.942 0.850
V 0.098 1.108 1.713
N 5.543 -1.332 -1.411
O 0.865 -0.025 -3.436
```

highest occupied orbital energy	-14.141	eV
orbital gap	7.74	eV
charge	+1

***

Here is C13H8BCl40I as an isolated structure from the OMol25 dataset. Energies are from ωB97M-V/def2-TZVPD.

XYZ file:
```
63
Properties=species:S:1:pos:R:3
Cl 1.497 -4.129 -13.288
Cl -1.236 6.852 18.245
Cl -0.685 6.911 11.674
C -2.330 3.029 7.347
H 2.436 -2.773 -2.346
C 0.384 -2.798 -3.059
Cl 1.036 -4.735 -6.362
Cl 2.794 2.654 -5.733
H 0.083 -3.555 -2.324
Cl 0.521 -4.942 -10.696
Cl -0.703 5.365 14.110
Cl 0.896 -7.353 -5.165
Cl 7.196 1.714 -4.893
Cl -1.362 2.441 3.559
Cl 5.876 4.268 -4.709
Cl -5.791 5.774 8.915
C 6.623 2.965 -3.784
H 0.042 0.062 -0.705
C 1.644 -6.393 -6.445
Cl 7.984 3.597 -2.855
H -0.147 -3.045 -3.982
Cl -2.018 4.450 6.339
I 0.403 0.191 -3.802
C -6.500 5.575 10.516
Cl 0.793 4.207 -4.365
Cl -1.398 4.059 17.553
C -0.117 -1.465 -2.515
C 1.072 -5.508 -12.274
H 2.136 -3.887 -3.678
Cl -3.351 5.218 19.330
C 0.708 -9.719 -15.841
C -2.338 5.511 17.916
H 1.214 -1.643 -0.546
Cl 2.498 -6.534 -12.050
C 1.369 3.672 -5.946
Cl -5.913 6.849 11.587
C 1.884 -2.903 -3.279
Cl -0.967 -9.537 -15.298
Cl 0.869 -9.058 -17.470
Cl 0.100 2.740 -6.747
Cl 1.136 -11.431 -15.853
Cl -8.259 5.664 10.403
Cl -2.758 4.963 12.138
C -1.154 0.816 2.906
C -1.046 5.334 12.382
Cl -0.060 4.097 11.598
Cl -3.352 5.913 16.530
Cl -1.935 0.708 1.326
Cl 5.427 2.270 -2.686
H 2.237 -2.154 -3.990
Cl -6.036 3.995 11.167
Cl -1.884 -0.357 4.007
Cl 1.773 -8.846 -14.741
Cl -3.579 2.036 6.592
Cl 1.785 5.078 -6.930
B 0.424 -0.973 -1.140
H -1.210 -1.446 -2.527
Cl -0.844 2.089 7.505
Cl 1.249 -7.082 -8.017
Cl 0.568 0.464 2.733
Cl 3.396 -6.382 -6.224
Cl -2.875 3.555 8.938
Cl -0.205 -6.441 -13.051
```

highest occupied orbital energy	-9.417	eV
orbital gap	9.38	eV

***

Here is C13H8N2O5ScSe as an isolated structure from the OMol25 dataset. Energies are from ωB97M-V/def2-TZVPD.

XYZ file:
```
30
Properties=species:S:1:pos:R:3
O 0.581 2.358 -4.686
C 1.460 -1.295 3.335
C -1.454 -1.090 -3.584
C -0.971 0.365 2.495
H 1.963 -0.043 -0.917
H -1.716 0.912 1.913
C 2.744 -1.824 3.529
H -0.633 1.006 3.322
H 0.755 -1.096 4.139
C -2.658 3.107 -2.339
O -3.776 1.462 -5.390
C 2.006 -1.055 0.980
N 1.509 -0.242 -0.035
Sc -1.839 0.991 -2.630
O -1.270 -2.120 -4.068
C -3.115 1.270 -4.460
C -3.828 0.219 -1.760
C 0.374 0.399 0.365
C 1.104 -0.951 2.032
C 3.647 -1.953 2.452
H 3.977 -1.539 0.316
O -4.817 -0.173 -1.309
C 3.291 -1.532 1.164
H 4.645 -2.358 2.647
N 0.113 -0.059 1.620
O -2.971 4.180 -2.061
H 3.063 -2.114 4.532
H -1.421 -0.539 2.917
C -0.267 1.892 -4.053
Se -0.496 1.823 -0.468
```

highest occupied orbital energy	-17.447	eV
orbital gap	3.74	eV
charge	+3

***

Here is C13H8N3O10SSe4Ta as an isolated structure from the OMol25 dataset. Energies are from ωB97M-V/def2-TZVPD.

XYZ file:
```
40
Properties=species:S:1:pos:R:3
H 3.359 1.326 2.460
O -0.961 0.539 1.590
O 0.917 -4.594 -5.368
H -1.774 -3.323 -1.393
C 2.013 1.465 4.140
Se -1.227 4.087 0.704
C 0.710 1.643 4.576
Ta -1.389 1.647 0.083
Se -3.467 3.320 0.653
O -2.345 2.094 2.858
N -0.741 -1.052 -0.437
C -0.322 1.506 3.653
C 2.328 1.315 2.784
C -0.948 -3.315 -3.373
O 0.946 -2.454 -6.583
C 0.413 -1.399 -3.945
N -1.646 1.901 3.899
S 0.185 -3.443 -5.859
Se -3.821 3.098 -1.684
H -1.362 -4.261 -3.679
N 3.086 1.499 5.118
O 0.487 1.617 -0.292
O 2.451 0.581 -0.154
O -2.044 2.109 5.023
Se -2.759 0.979 -1.881
O 4.216 1.444 4.699
O 2.764 1.558 6.281
C 0.201 -0.870 -2.679
C -0.160 -2.610 -4.249
H 0.664 0.065 -2.390
C 1.300 1.160 1.868
H 0.497 1.892 5.606
H -1.327 -1.682 0.114
O -1.165 -3.693 -6.320
C -1.172 -2.785 -2.113
C -0.572 -1.580 -1.762
H 0.170 -1.012 0.021
H 1.019 -0.906 -4.689
C 1.497 1.077 0.378
C -0.021 1.057 2.341
```

highest occupied orbital energy	-7.518	eV
orbital gap	4.06	eV

***

Here is C13H8N3O9Pt as an isolated structure from the OMol25 dataset. Energies are from ωB97M-V/def2-TZVPD.

XYZ file:
```
34
Properties=species:S:1:pos:R:3
C 1.120 -0.814 1.699
C 1.734 -0.830 -1.788
O -0.457 4.592 -0.748
C -2.391 -1.816 1.259
O -1.468 2.719 -0.045
N -1.230 -1.167 1.192
C 2.374 4.066 -2.352
O 3.432 3.984 -2.946
C -1.347 -3.590 2.438
C 1.442 0.625 -1.735
N 0.366 1.169 -1.223
H -3.459 -3.522 1.907
C -0.146 -2.900 2.379
H 3.153 1.512 -2.643
H 1.807 -1.182 -2.820
C 0.500 2.521 -1.314
O 0.876 0.380 1.354
H 0.929 -1.362 -1.288
H 0.902 5.050 -1.563
O 1.793 5.201 -2.047
C -3.568 -1.102 0.656
H -2.256 -5.144 3.047
C -0.123 -1.678 1.754
O -1.361 -4.791 3.065
H 0.763 -3.291 2.815
O 2.197 -1.349 1.971
C -0.543 3.354 -0.664
C -2.490 -3.038 1.876
O -3.281 0.057 0.200
C 1.676 2.821 -1.943
Pt -1.215 0.655 0.324
O -4.650 -1.674 0.657
H 2.669 -1.055 -1.273
N 2.252 1.602 -2.202
```

highest occupied orbital energy	-5.254	eV
orbital gap	7.55	eV
charge	-1

***

Q: What is the formula in the second record?
A: C13H58AgF6N23O22S2